Entry 1:
Computed, not measured: a structure of composition C38H99N5O12 at a distorted geometry, with ωB97M-V/def2-TZVPD.

ΔE to the lowest compared entry with this formula, charge and spin in kcal per mole: 800.72
Orbital gap in Ha: 0.2096
E_LUMO in eV: 0.39

Each line ends with the Löwdin charge.
Element x y z (Å)
C (-1.58570, 0.96997, 4.24183)  -0.0238
C (-1.01160, 2.01235, 3.20855)  -0.4823
C (-1.87932, 3.27252, 3.26416)  -0.0337
O (0.32178, 2.26914, 3.46760)  -0.0919
H (-0.66774, 0.47714, 4.56212)  0.0317
H (-2.27740, 0.22545, 3.84770)  0.0809
H (-1.78551, 1.48392, 5.18206)  0.0980
H (-1.05051, 1.58808, 2.20526)  0.0611
H (-1.87593, 3.70144, 4.26621)  0.0872
H (-2.92501, 2.96982, 3.20932)  0.0639
H (-1.67298, 4.19322, 2.71841)  0.0722
H (0.86203, 2.70399, 2.80380)  -0.0331
C (-3.30993, 2.05874, 0.92142)  -0.0398
C (-4.66684, 1.61792, 1.58776)  -0.4535
C (-4.63362, 0.22410, 2.08175)  -0.0663
O (-4.93688, 2.37847, 2.71306)  -0.0414
H (-3.50182, 3.11508, 0.73320)  0.0793
H (-3.12639, 1.55114, -0.02556)  0.0905
H (-2.44188, 1.83942, 1.54310)  0.0221
H (-5.52636, 1.70731, 0.92343)  0.1408
H (-5.63964, -0.05013, 2.39930)  0.0984
H (-3.87906, 0.13450, 2.86322)  0.0853
H (-4.35750, -0.53799, 1.35301)  0.0243
H (-5.06976, 3.29387, 2.45618)  0.0963
C (-0.28074, 1.11411, -1.23312)  0.0047
C (0.09325, 0.47486, 0.12915)  -0.2607
C (-1.30417, -0.03485, 0.75670)  -0.0431
O (0.95437, -0.59359, -0.29541)  -0.1830
H (-0.95617, 1.94056, -1.01212)  0.0543
H (-0.70830, 0.33542, -1.86475)  0.0936
H (0.51239, 1.55080, -1.84002)  0.0316
H (0.59827, 1.16077, 0.80930)  0.1148
H (-1.22584, -0.58632, 1.69364)  0.0990
H (-1.89064, -0.51275, -0.02800)  -0.0163
H (-1.80053, 0.81936, 1.21717)  0.0213
H (1.85094, -0.39085, -0.01856)  0.0335
C (3.79006, -1.48752, -0.40913)  -0.0316
C (3.51827, -2.91568, 0.22852)  -0.3844
C (4.57036, -3.89396, -0.27959)  -0.0344
O (3.41454, -2.86443, 1.63037)  -0.0524
H (3.55686, -1.33088, -1.46230)  0.1014
H (4.85376, -1.26891, -0.31499)  0.1036
H (3.14814, -0.73246, 0.04464)  0.0309
H (2.52163, -3.19831, -0.11049)  0.0720
H (4.57744, -4.90213, 0.13472)  0.0813
H (5.57949, -3.48855, -0.20611)  0.0773
H (4.54170, -4.02676, -1.36108)  0.0815
H (3.06095, -3.73123, 1.84306)  0.1339
C (-2.34662, -1.68920, -0.59315)  -0.3291
O (-3.42634, -1.92963, 0.30681)  -0.1350
C (-4.66530, -1.53980, -0.18777)  -0.2735
C (-5.76417, -2.10646, 0.71934)  -0.2000
N (-5.76272, -3.56660, 0.59600)  -0.0614
C (-6.65353, -4.33441, 1.52870)  -0.1823
C (-6.47226, -5.84192, 1.41892)  -0.2043
O (-7.54218, -6.44478, 0.58172)  -0.2052
C (-7.44151, -7.95692, 0.60215)  -0.0729
H (-1.43708, -1.78810, -0.00064)  0.0378
H (-2.27551, -0.74402, -1.13137)  0.1377
H (-2.24504, -2.50453, -1.30940)  0.1438
H (-4.72173, -1.86611, -1.22624)  0.1203
H (-4.58767, -0.45499, -0.26032)  0.1056
H (-6.77206, -1.69445, 0.66937)  0.1181
H (-5.40420, -1.66158, 1.64702)  0.0688
H (-5.92605, -3.86035, -0.35644)  0.1073
H (-7.66010, -3.99057, 1.29060)  0.1133
H (-6.32908, -4.08565, 2.53912)  0.1146
H (-6.34800, -6.27024, 2.41351)  0.1079
H (-5.52180, -6.02212, 0.91666)  0.1135
H (-7.07533, -8.44061, 1.50771)  0.0718
H (-6.76681, -8.30564, -0.17969)  0.0715
H (-8.45239, -8.31477, 0.40679)  0.0743
C (2.40033, 3.60653, 4.18225)  -0.0689
O (1.58802, 3.84047, 3.09167)  -0.2104
C (2.04216, 3.17017, 1.90923)  -0.2167
C (1.23010, 3.75876, 0.75740)  -0.0788
N (-0.24514, 3.37467, 0.67330)  -0.0160
C (-0.93766, 3.92600, -0.47197)  -0.1956
C (-1.47313, 5.40315, -0.36668)  -0.1703
O (-2.65379, 5.42024, 0.42892)  -0.2011
C (-3.45365, 6.54642, 0.29293)  -0.1207
H (3.46061, 3.80509, 4.02576)  0.0991
H (2.24106, 2.53581, 4.30983)  0.0951
H (1.97952, 4.05844, 5.08047)  0.1098
H (1.98600, 2.08432, 1.98595)  0.0980
H (3.08779, 3.45840, 1.80116)  0.1141
H (1.72133, 3.52445, -0.18699)  0.1100
H (1.21739, 4.84814, 0.72286)  0.1200
H (-0.61165, 3.86504, 1.47660)  0.0694
H (-1.79943, 3.28028, -0.30314)  0.0731
H (-0.63226, 3.76291, -1.50553)  0.1089
H (-1.66471, 5.81706, -1.35666)  0.1156
H (-0.66999, 6.04821, -0.01035)  0.1135
H (-3.80535, 6.73771, -0.72088)  0.0822
H (-2.78081, 7.40353, 0.32045)  0.0816
H (-4.27050, 6.59116, 1.01322)  0.0959
C (1.33627, 2.29052, -3.43781)  -0.1283
O (2.30803, 1.35728, -3.01472)  -0.1659
C (3.35266, 1.95578, -2.16988)  -0.1646
C (4.46673, 0.95793, -1.86914)  -0.2129
N (5.18762, 0.76824, -3.13067)  -0.0413
C (6.26254, -0.16499, -2.96627)  -0.2019
C (6.90563, -0.17633, -4.43299)  -0.2109
O (7.24980, 1.13181, -4.91066)  -0.2069
C (7.80185, 1.07942, -6.22975)  -0.1014
H (1.70611, 2.93080, -4.23867)  0.0985
H (0.91214, 2.86498, -2.61428)  0.0568
H (0.62737, 1.55074, -3.80969)  0.1051
H (3.06965, 2.14102, -1.13369)  0.0485
H (3.70956, 2.89883, -2.58386)  0.1383
H (4.05536, 0.06378, -1.40075)  0.0472
H (5.15466, 1.39370, -1.14460)  0.1273
H (5.76158, 1.57091, -3.34606)  0.1056
H (6.04218, -1.22856, -2.87492)  0.1193
H (7.08855, 0.23872, -2.38076)  0.1175
H (6.19624, -0.68198, -5.08812)  0.1206
H (7.82964, -0.72316, -4.24516)  0.1112
H (7.16332, 0.53465, -6.92518)  0.0806
H (8.73974, 0.52409, -6.22148)  0.0837
H (7.87155, 2.09429, -6.62125)  0.0881
C (0.22398, -0.34335, 3.28289)  -0.1138
C (1.24720, -1.11224, 2.47949)  -0.3082
C (2.55299, -0.31498, 2.09955)  -0.1027
O (2.40043, 0.67594, 1.09407)  -0.3250
C (3.59670, 1.43301, 0.74225)  -0.0556
N (1.69407, -2.45415, 2.90620)  0.0597
H (-0.12767, 0.64467, 2.98579)  0.0220
H (0.55708, -0.10678, 4.29343)  0.0992
H (-0.64276, -0.99079, 3.41579)  0.0976
H (0.83502, -1.25713, 1.48088)  0.0989
H (3.31810, -0.95593, 1.66149)  0.0919
H (2.96309, 0.16278, 2.98930)  0.1427
H (3.70219, 2.34278, 1.33325)  0.0755
H (3.50749, 1.62868, -0.32633)  0.0104
H (4.51480, 0.85046, 0.81867)  0.1134
H (0.92300, -3.10514, 2.94823)  0.0695
H (2.35551, -2.87319, 2.26823)  -0.1145
C (0.84645, -3.49219, -1.31548)  -0.0122
C (0.23543, -2.25964, -1.98865)  -0.2988
C (-0.34375, -2.46376, -3.38242)  -0.1556
O (0.73601, -2.67534, -4.32499)  -0.1767
C (0.41602, -3.15543, -5.61822)  -0.1151
N (-0.74287, -1.71246, -1.00385)  -0.1728
H (0.08904, -4.27068, -1.22399)  0.0955
H (1.06339, -3.17523, -0.29540)  0.0597
H (1.68091, -3.96354, -1.83473)  0.0924
H (0.95586, -1.44753, -2.08641)  0.1273
H (-0.87468, -1.55598, -3.66901)  0.1242
H (-1.10605, -3.23409, -3.26582)  0.1229
H (-0.26152, -2.50337, -6.16946)  0.0761
H (-0.13465, -4.09308, -5.54288)  0.0831
H (1.28809, -3.20222, -6.27044)  0.0852
H (-0.67161, -0.72808, -1.21837)  0.0341
H (-0.29371, -1.75464, -0.10020)  0.1096

---

Entry 2:
Computed, not measured: the molecule C6H12FN at a distorted geometry, with ωB97M-V/def2-TZVPD.

ΔE to the lowest compared entry with this formula, charge and spin in kcal per mole: 33.69
Orbital gap in Ha: 0.3522
E_LUMO in eV: 0.97

Each line ends with the natural charge from an NBO analysis.
Element x y z (Å)
C (-2.32987, -1.69658, 0.47724)  -0.4137
N (-1.24179, -1.83130, -0.42506)  -0.6267
C (0.17853, -1.46618, 0.06098)  -0.2578
C (0.25435, -0.04149, 0.53037)  -0.1815
C (0.89055, 0.97649, 0.00971)  -0.0296
C (1.94313, 0.88268, -1.06832)  -0.6507
C (0.59493, 2.33317, 0.50765)  0.0330
F (0.22646, 3.20604, -0.54624)  -0.3779
H (-2.81651, -0.70981, 0.57018)  0.1704
H (-1.99630, -2.08151, 1.46313)  0.1931
H (-3.17102, -2.39607, 0.05170)  0.1940
H (-1.44566, -1.42057, -1.31481)  0.3574
H (0.40316, -2.18399, 0.85305)  0.2001
H (0.93830, -1.59455, -0.73284)  0.2039
H (-0.26354, 0.18774, 1.46181)  0.1894
H (2.41928, -0.06532, -1.20278)  0.2164
H (1.43044, 1.11652, -2.04190)  0.2278
H (2.66786, 1.63497, -0.87850)  0.2193
H (1.48816, 2.79056, 0.92967)  0.1602
H (-0.17046, 2.35918, 1.29494)  0.1731

---

Entry 3:
Computed, not measured: the molecule C2H3BrClNO at a distorted geometry, with ωB97M-V/def2-TZVPD.

ΔE to the lowest compared entry with this formula, charge and spin in kcal per mole: 11.00
Orbital gap in Ha: 0.3850
E_LUMO in eV: 0.58

Each line ends with the natural charge from an NBO analysis.
Element x y z (Å)
N (0.10947, 0.99442, -0.98165)  -0.8764
C (0.48136, 0.60980, 0.27319)  0.7040
O (0.96600, 1.28099, 1.13955)  -0.5419
C (-0.04628, -1.00893, 0.63150)  -0.4271
Cl (0.10570, -2.11521, -0.65309)  0.0486
Br (-1.91911, -0.60608, 1.06991)  0.0139
H (-0.72036, 0.62002, -1.43260)  0.4041
H (0.58465, 1.54615, -1.67215)  0.4158
H (0.43857, -1.32115, 1.62534)  0.2590

---

ΔE to the lowest compared entry with this formula, charge and spin of number 2 (C6H12FN)? 33.69 kcal per mole

---

Which formula does entry 1 have? C38H99N5O12